Here is a molecular structure, C24H35BCdN5O8 in a non-equilibrium geometry from the Open Molecules 2025 dataset. Energies are from the ωB97M-V functional and the def2-TZVPD basis.

- calculated total energy (eV) = -54526.519
- charge = +1
- gap between HOMO and LUMO (eV) = 8.41
- LUMO energy (eV) = -2.503

XYZ file:
```
74
Properties=species:S:1:pos:R:3:lowdin_charge:R:1
Cd 0.233 -0.186 0.332 1.166
O -1.797 7.722 1.074 0.168
C -1.105 6.744 1.137 -0.379
O -1.311 5.629 1.812 0.249
B -0.173 4.750 1.614 -0.872
O 0.677 5.379 0.613 0.222
C 0.257 6.620 0.390 -0.378
O 0.718 7.445 -0.338 0.170
O -0.575 3.383 1.125 0.237
C -0.226 2.516 2.009 -0.404
O -0.357 1.308 1.961 -0.040
C 0.513 3.232 3.191 -0.390
O 0.497 4.498 2.907 0.261
O 1.010 2.683 4.143 0.138
C -4.733 1.160 -2.909 -0.100
C -5.296 0.631 -1.610 -0.239
C -4.420 -0.529 -1.060 -0.170
C -3.000 -0.238 -0.805 -0.157
N -1.888 -0.014 -0.586 0.107
H -5.404 1.884 -3.369 0.081
H -4.486 0.348 -3.593 0.080
H -3.796 1.683 -2.704 0.076
H -6.251 0.109 -1.686 0.114
H -5.397 1.395 -0.840 0.118
H -4.484 -1.376 -1.741 0.125
H -4.810 -0.728 -0.059 0.123
C 0.183 -2.353 -4.459 -0.099
C 1.195 -3.377 -3.934 -0.239
C 2.332 -2.818 -3.052 -0.152
C 1.831 -1.934 -1.990 -0.141
N 1.397 -1.259 -1.168 0.092
H 0.681 -1.568 -5.034 0.082
H -0.474 -1.982 -3.675 0.064
H -0.423 -2.744 -5.280 0.077
H 1.555 -3.969 -4.775 0.115
H 0.748 -4.141 -3.293 0.108
H 3.120 -2.294 -3.596 0.129
H 2.828 -3.648 -2.545 0.126
C 4.572 3.574 -3.317 -0.097
C 3.431 2.589 -3.104 -0.257
C 2.242 3.226 -2.387 -0.146
C 1.594 2.273 -1.477 -0.136
N 1.072 1.572 -0.732 0.109
H 5.429 3.060 -3.744 0.079
H 4.827 4.009 -2.347 0.080
H 4.211 4.387 -3.946 0.086
H 3.738 1.723 -2.520 0.107
H 3.135 2.344 -4.127 0.111
H 1.420 3.647 -2.965 0.138
H 2.587 4.014 -1.708 0.133
C -3.465 -3.425 2.779 -0.093
C -2.721 -4.600 2.103 -0.237
C -1.196 -4.391 1.990 -0.138
C -0.878 -3.009 1.596 -0.159
N -0.585 -1.923 1.355 0.111
H -3.347 -2.593 2.079 0.053
H -2.992 -3.156 3.723 0.084
H -4.522 -3.620 2.936 0.080
H -3.208 -4.832 1.156 0.110
H -2.911 -5.448 2.764 0.111
H -0.807 -5.067 1.232 0.128
H -0.766 -4.512 2.984 0.122
C 1.955 -3.294 3.960 -0.117
C 3.045 -2.336 4.465 -0.225
C 2.821 -0.827 4.205 -0.125
C 2.361 -0.626 2.814 -0.165
N 2.006 -0.394 1.744 0.097
H 1.674 -3.085 2.926 0.041
H 1.030 -3.152 4.533 0.077
H 2.141 -4.356 4.110 0.079
H 3.987 -2.694 4.054 0.113
H 3.020 -2.425 5.551 0.112
H 3.729 -0.244 4.340 0.131
H 2.004 -0.371 4.769 0.134
```



Here is C5H7NO in the gas phase from the Open Molecules 2025 dataset. Energies are from the ωB97M-V functional and the def2-TZVPD basis.

- calculated total energy (eV) = -8834.479
- charge = 0
- gap between HOMO and LUMO (eV) = 10.67
- SMILES string = C#CCCNC=O
- LUMO energy (eV) = 0.842

XYZ file:
```
14
Properties=species:S:1:pos:R:3:nbo_charge:R:1
C 2.548 1.214 -0.235 -0.260
C 1.856 0.234 -0.343 -0.002
C 0.978 -0.932 -0.501 -0.490
C -0.324 -0.819 0.298 -0.211
N -0.974 0.457 0.087 -0.623
C -2.303 0.606 0.327 0.531
O -3.073 -0.310 0.543 -0.612
H 3.187 2.066 -0.149 0.243
H 1.507 -1.832 -0.170 0.243
H 0.754 -1.061 -1.565 0.239
H -1.021 -1.599 -0.018 0.233
H -0.123 -0.972 1.366 0.192
H -0.390 1.283 0.065 0.405
H -2.621 1.664 0.297 0.110
```



Here is C18H19FN2O4S in the gas phase in a non-equilibrium geometry from the Open Molecules 2025 dataset. Energies are from the ωB97M-V functional and the def2-TZVPD basis.

- calculated total energy (eV) = -43696.980
- charge = 0
- gap between HOMO and LUMO (eV) = 9.46
- SMILES string = NC(=O)c1cc(S(=O)(=O)N2CCCC2)ccc1OCc1ccc(F)cc1
- LUMO energy (eV) = 0.591

XYZ file:
```
45
Properties=species:S:1:pos:R:3:nbo_charge:R:1
N -1.313 -2.260 -2.452 -0.822
C -1.501 -1.255 -1.559 0.662
O -2.271 -0.342 -1.750 -0.585
C -0.606 -1.375 -0.354 -0.244
C 0.730 -1.062 -0.596 -0.081
C 1.666 -1.092 0.412 -0.410
S 3.354 -0.682 -0.004 2.313
O 3.729 -1.420 -1.176 -0.941
O 4.167 -0.827 1.173 -0.948
N 3.146 0.924 -0.464 -0.663
C 3.120 1.822 0.675 -0.233
C 4.581 2.227 0.878 -0.426
C 5.121 2.308 -0.556 -0.428
C 4.150 1.440 -1.384 -0.241
C 1.300 -1.443 1.699 -0.105
C -0.014 -1.761 1.957 -0.275
C -0.988 -1.736 0.946 0.357
O -2.204 -2.139 1.370 -0.483
C -3.356 -2.069 0.559 -0.079
C -3.933 -0.682 0.411 -0.062
C -3.469 0.379 1.174 -0.184
C -4.016 1.642 1.028 -0.271
C -5.035 1.822 0.114 0.390
F -5.575 3.051 -0.032 -0.327
C -5.524 0.779 -0.651 -0.270
C -4.965 -0.474 -0.496 -0.168
H -0.563 -2.920 -2.338 0.403
H -1.752 -2.186 -3.356 0.405
H 1.053 -0.782 -1.587 0.234
H 2.693 1.305 1.532 0.220
H 2.496 2.683 0.419 0.200
H 4.682 3.165 1.420 0.215
H 5.087 1.436 1.430 0.229
H 6.142 1.937 -0.620 0.219
H 5.105 3.336 -0.917 0.207
H 4.634 0.592 -1.867 0.237
H 3.639 2.034 -2.147 0.201
H 2.053 -1.470 2.471 0.237
H -0.335 -2.050 2.945 0.233
H -4.083 -2.706 1.080 0.211
H -3.170 -2.509 -0.429 0.189
H -2.672 0.225 1.885 0.219
H -3.658 2.477 1.608 0.228
H -6.319 0.957 -1.357 0.228
H -5.326 -1.299 -1.092 0.210
```